Entry from the Open Molecules 2025 dataset: 2 unconnected molecules or ions with the total composition C4H8O (wB97M-V/def2-TZVPD).

Output
* LUMO level: 1.0 eV
* ΔE to the lowest compared entry with this formula, charge and spin: 5.3732 eV
* HOMO: -7.0 eV
* Kohn-Sham gap: 0.296 Eh
* max |F|: 0.63 eV/A

Cartesian coordinates (Å):
H (1.5950, -1.4418, -0.6937)
C (-1.4767, 0.1378, 0.2772)
O (1.9281, 0.7117, 0.5140)
H (-1.2691, 0.0350, 1.3496)
H (0.7639, -1.4671, 0.9762)
H (-2.3628, -0.4719, 0.0432)
C (-0.2570, -0.2612, -0.5472)
H (-0.3597, -1.5282, -0.6715)
C (1.1070, 1.5024, 0.0577)
H (-0.2149, 0.0504, -1.5886)
H (1.4204, 2.5764, 0.2145)
H (-1.7232, 1.1858, 0.0857)
C (0.8491, -1.0292, -0.0171)

---

Entry from the Open Molecules 2025 dataset: a gas-phase ion, C5H11N3 (charge +2) (wB97M-V/def2-TZVPD).

Output
* LUMO level (spin up / spin down): -12.1 / -11.8 eV
* ΔE to the lowest compared entry with this formula, charge and spin: 7.1141 eV
* HOMO (spin up / spin down): -18.9 / -19.2 eV
* Kohn-Sham gap (spin up / spin down): 0.249 / 0.272 Eh
* max |F|: 4.67 eV/A
* charge: +2

Cartesian coordinates (Å):
C (1.5906, -0.6528, -0.2694)
H (-1.2476, -2.2853, 0.1415)
H (0.7903, 2.3423, 0.6956)
H (2.2198, -0.6798, -1.1071)
H (0.4498, -1.6411, -1.3266)
H (-0.2278, 1.5418, -1.4805)
H (2.5286, 1.0898, 0.0528)
C (-1.7138, 0.8685, -0.2377)
N (-0.4662, 1.2240, -0.6073)
C (-1.8816, -0.2502, 0.4334)
C (0.4705, 1.3349, 0.4908)
H (-0.5817, -1.4484, 1.3429)
H (2.2045, -1.5363, 0.1705)
C (-0.7963, -1.3034, 0.3263)
H (-2.8045, -0.5360, 0.8828)
N (0.3053, -1.0623, -0.4778)
H (-2.4924, 1.4919, -0.7711)
N (1.7009, 0.5951, 0.3731)
H (-0.0483, 0.9072, 1.3676)

---

Entry from the Open Molecules 2025 dataset: 2 unconnected molecules or ions with the total composition C2H3IO (wB97M-V/def2-TZVPD).

Output
* LUMO level (spin up / spin down): -0.6 / 0.3 eV
* ΔE to the lowest compared entry with this formula, charge and spin: 4.2328 eV
* HOMO (spin up / spin down): -8.1 / -8.5 eV
* Kohn-Sham gap (spin up / spin down): 0.275 / 0.323 Eh
* max |F|: 3.95 eV/A

Cartesian coordinates (Å):
O (1.6752, 1.5443, -0.9984)
I (-2.3354, 0.6728, -0.5247)
H (-1.1525, -0.9574, 1.3304)
H (-0.7862, -1.5869, -0.4246)
C (1.5739, 0.9599, 0.0090)
H (2.1164, 0.1979, 0.3951)
C (-1.0915, -0.8306, 0.2133)